Entry from the OMol25 dataset: a 7-piece molecular cluster, C53H109BrO13S overall in a non-equilibrium geometry (ωB97M-V/def2-TZVPD).

The calculation puts the LUMO energy at -0.21 eV. For the calculated total energy, the calculation gives -6034.6536 Ha. As for the HOMO-LUMO gap: 7.9 eV. Its largest force on an atom is 6.11 eV Å⁻¹. As for the HOMO energy: -0.2989 Ha. Its SMILES is C#C[C@]1(CCCCCCCCCCC)[C@@](C=C)(CCO)[C@@H](CC(=O)O)[C@@](Br)(OC[C@H](C)C(C)C)OS1(=O)=O.CCOCC.CCOCC.CCOCC.CCOCC.CCOCC.CCOCC. As for the multiplicity: 1.

Last column: Mulliken charge in e.
CARTESIAN COORDINATES (ANGSTROEM)
C1 -0.961 0.499 -2.398  -0.98
C2 -0.270 -0.330 -1.819  -1.11
C3 0.738 -1.284 -1.051  1.09
C4 0.425 -2.760 -1.522  -0.29
C5 0.521 -3.004 -3.102  -0.72
C6 -0.835 -2.813 -3.892  -0.56
C7 -2.038 -3.751 -3.423  -0.79
C8 -2.994 -2.873 -2.475  0.71
C9 -4.547 -3.052 -2.757  -0.91
C10 -5.370 -2.576 -1.457  -0.64
C11 -5.494 -0.996 -1.342  -0.45
C12 -6.107 -0.685 0.113  -0.07
C13 -6.673 0.797 0.257  -0.51
C14 -6.064 1.586 1.531  -0.76
C15 0.539 -1.039 0.557  2.10
C16 -1.020 -1.360 0.755  -0.52
C17 -2.025 -0.398 0.945  -1.01
C18 1.490 -2.123 1.263  -1.03
C19 0.749 -3.293 2.021  -0.81
O1 0.238 -4.346 1.165  -0.50
C20 0.936 0.444 0.973  -0.41
C21 1.081 0.729 2.525  -0.62
C22 -0.080 0.192 3.446  -0.25
O2 -1.079 0.899 3.564  -0.56
O3 -0.047 -0.993 4.199  -0.39
C23 2.265 1.026 0.239  0.03
Br1 1.668 2.440 -1.078  0.02
O4 3.066 1.722 1.170  -0.39
C24 4.205 2.395 0.605  -1.60
C25 4.061 3.981 0.898  1.92
C26 4.290 4.879 -0.401  -1.34
C27 4.962 4.379 2.143  0.03
C28 4.621 5.905 2.528  -0.94
C29 4.617 3.523 3.459  -1.08
O5 3.107 0.022 -0.344  -0.47
S1 2.431 -0.796 -1.611  1.81
O6 2.492 -0.131 -2.915  -0.67
O7 3.207 -2.055 -1.749  -0.74
H1 -1.355 1.115 -3.253  0.43
H2 -0.612 -3.131 -1.229  -0.02
H3 1.131 -3.526 -1.064  0.45
H4 1.327 -2.413 -3.622  0.26
H5 0.814 -4.102 -3.226  0.41
H6 -0.615 -3.097 -4.980  0.43
H7 -1.190 -1.733 -3.953  0.22
H8 -2.621 -4.153 -4.305  0.40
H9 -1.594 -4.575 -2.789  0.30
H10 -2.776 -1.764 -2.515  -0.35
H11 -2.750 -3.200 -1.407  -0.01
H12 -4.808 -4.118 -3.018  0.39
H13 -4.833 -2.310 -3.571  0.32
H14 -6.422 -2.979 -1.563  0.38
H15 -4.898 -2.951 -0.498  0.27
H16 -4.515 -0.439 -1.431  0.00
H17 -6.241 -0.549 -2.074  0.34
H18 -6.979 -1.384 0.351  0.18
H19 -5.339 -0.848 0.935  0.02
H20 -6.530 1.442 -0.658  0.39
H21 -7.797 0.765 0.452  0.25
H22 -5.178 1.016 1.948  0.12
H23 -5.691 2.622 1.253  0.25
H24 -6.854 1.747 2.337  0.26
H25 -1.385 -2.436 0.660  0.40
H26 -2.682 -0.305 1.864  0.15
H27 -2.243 0.343 0.105  -0.02
H28 2.197 -1.661 2.031  0.21
H29 2.200 -2.631 0.526  0.48
H30 1.533 -3.786 2.696  0.31
H31 -0.091 -2.979 2.703  0.38
H32 -0.341 -4.895 1.729  0.35
H33 0.106 1.135 0.604  1.03
H34 1.055 1.859 2.655  0.44
H35 2.042 0.283 2.946  0.42
H36 -0.208 -0.717 5.124  0.39
H37 5.113 2.076 1.222  0.40
H38 4.463 2.163 -0.463  0.53
H39 2.979 4.146 1.222  -0.57
H40 5.323 5.340 -0.436  0.35
H41 4.154 4.186 -1.296  0.34
H42 3.458 5.652 -0.443  0.19
H43 6.045 4.220 1.861  0.32
H44 5.143 6.634 1.843  0.32
H45 4.926 6.064 3.615  0.40
H46 3.485 5.984 2.458  0.00
H47 5.185 3.899 4.370  0.47
H48 4.979 2.453 3.307  0.24
H49 3.499 3.453 3.642  0.12
C30 -0.851 4.879 -6.524  -0.98
C31 -1.963 5.388 -5.625  -0.32
O8 -2.227 4.544 -4.512  -0.47
C32 -1.149 4.335 -3.613  -0.16
C33 -0.635 5.612 -2.970  -0.96
H50 -1.085 3.876 -6.890  0.19
H51 -0.722 5.543 -7.382  0.39
H52 0.104 4.821 -6.000  0.33
H53 -2.889 5.437 -6.202  0.34
H54 -1.759 6.410 -5.284  0.29
H55 -0.341 3.789 -4.111  0.28
H56 -1.527 3.674 -2.827  0.23
H57 -0.233 6.307 -3.710  0.31
H58 0.162 5.386 -2.257  0.22
H59 -1.442 6.127 -2.442  0.29
C34 0.523 7.674 3.402  -0.93
C35 0.188 8.044 1.967  -0.35
O9 0.543 7.043 1.024  -0.42
C36 -0.078 5.776 1.188  0.26
C37 -1.592 5.822 1.097  -1.37
H60 1.590 7.458 3.501  0.16
H61 0.268 8.496 4.075  0.41
H62 -0.022 6.789 3.733  0.25
H63 0.750 8.939 1.692  0.35
H64 -0.872 8.303 1.863  0.33
H65 0.248 5.314 2.126  0.27
H66 0.304 5.142 0.385  0.00
H67 -2.030 6.436 1.887  0.36
H68 -2.010 4.817 1.186  0.41
H69 -1.906 6.249 0.141  0.30
C38 4.984 -5.467 2.836  -1.10
C39 4.627 -4.851 4.177  -0.36
O10 3.703 -5.626 4.930  -0.42
C40 4.117 -6.940 5.274  -0.39
C41 5.378 -6.979 6.118  -0.61
H70 4.084 -5.625 2.237  0.31
H71 5.662 -4.811 2.285  0.40
H72 5.475 -6.435 2.950  0.29
H73 4.150 -3.883 4.006  0.34
H74 5.525 -4.651 4.773  0.33
H75 4.226 -7.552 4.372  0.30
H76 3.297 -7.383 5.845  0.32
H77 6.236 -6.559 5.589  -0.09
H78 5.625 -8.009 6.388  0.39
H79 5.243 -6.398 7.034  0.30
C42 11.124 -6.129 5.286  -1.07
C43 9.940 -7.076 5.220  -0.36
O11 8.812 -6.531 4.548  -0.31
C44 9.008 -6.158 3.192  -0.07
C45 9.427 -7.311 2.298  -1.16
H80 10.840 -5.194 5.776  0.30
H81 11.943 -6.584 5.848  0.38
H82 11.501 -5.876 4.294  0.27
H83 9.611 -7.304 6.236  0.33
H84 10.223 -8.033 4.767  0.31
H85 9.719 -5.328 3.127  0.31
H86 8.050 -5.769 2.837  0.07
H87 10.388 -7.733 2.599  0.29
H88 9.520 -6.976 1.262  0.40
H89 8.689 -8.117 2.341  0.29
C46 -2.409 2.570 -10.771  -1.08
C47 -3.305 2.920 -9.596  -0.34
O12 -3.374 4.314 -9.328  -0.35
C48 -3.874 5.132 -10.375  -0.35
C49 -5.292 4.786 -10.795  -1.05
H90 -1.397 2.948 -10.605  0.29
H91 -2.361 1.487 -10.903  0.39
H92 -2.771 3.005 -11.704  0.26
H93 -2.905 2.453 -8.694  0.35
H94 -4.313 2.512 -9.733  0.31
H95 -3.192 5.111 -11.231  0.31
H96 -3.860 6.158 -9.997  0.31
H97 -5.363 3.772 -11.194  0.26
H98 -5.638 5.474 -11.570  0.39
H99 -5.970 4.849 -9.940  0.29
C50 -9.783 -3.880 4.451  -1.03
C51 -8.720 -3.777 3.372  -0.35
O13 -8.527 -2.456 2.888  -0.40
C52 -8.115 -1.490 3.844  -0.19
C53 -6.790 -1.819 4.508  -1.07
H100 -10.738 -3.495 4.086  0.29
H101 -9.918 -4.922 4.753  0.38
H102 -9.518 -3.306 5.341  0.26
H103 -9.030 -4.377 2.512  0.33
H104 -7.768 -4.198 3.713  0.31
H105 -8.903 -1.334 4.588  0.34
H106 -8.012 -0.545 3.304  0.15
H107 -6.838 -2.752 5.075  0.33
H108 -6.502 -1.024 5.200  0.40
H109 -6.003 -1.933 3.758  0.23